No. 1
DFT (ωB97M-V with the def2-TZVPD basis set) results for a 3-piece molecular cluster, C3H11NO2 overall in a non-equilibrium geometry.

The geometry in XYZ format:
```
17
C3H11NO2 | the OMol25 dataset | ωB97M-V with the def2-TZVPD basis set
C 0.93629 1.52307 1.66147
N 0.48337 0.65187 0.87375
C -0.73317 -0.06293 1.16247
C -2.06354 0.47172 0.50753
H 0.33314 1.84717 2.47434
H 1.99853 1.71017 1.52643
H -0.95764 -0.07471 2.25976
H -0.66577 -1.11805 0.91287
H -2.89560 0.03124 0.99200
H -2.02874 0.23179 -0.55751
H -2.13156 1.53988 0.61850
O 0.99696 0.20918 -2.24197
H 0.74249 0.50313 -1.32226
H 1.95873 -0.02032 -2.30101
O 0.28601 -2.29617 -1.17748
H 0.39560 -2.73281 -2.04780
H 0.76607 -1.37584 -1.30484
```

- Structure (SMILES): C=NCC.O.O
- HOMO level: -9.86 eV
- Total charge: 0

=====

No. 2
DFT (ωB97M-V with the def2-TZVPD basis set) results for a 3-piece molecular cluster, C3H11NO2 overall in a non-equilibrium geometry.

The geometry in XYZ format:
```
17
C3H11NO2 | the OMol25 dataset | ωB97M-V with the def2-TZVPD basis set
C 0.94501 1.56387 -2.07762
C -0.30410 1.89937 -1.69915
N -0.91156 1.62290 -0.45386
C -2.10556 0.75860 -0.47242
H 1.28208 1.23109 -3.05768
H 1.80930 1.55905 -1.40610
H -0.90257 2.55019 -2.34120
H -1.26158 2.50346 -0.07860
H -2.31617 0.49646 0.56334
H -2.86434 1.17018 -1.14080
H -1.85896 -0.16695 -1.02618
O 3.03859 -3.93666 3.74731
H 2.10920 -3.90810 3.98297
H 3.12954 -4.84699 3.43536
O 0.09780 -0.75897 1.06600
H 0.11613 -0.14005 0.32500
H -0.00280 -1.59744 0.63362
```

- Structure (SMILES): C=CNC.O.O
- HOMO level: -9.07 eV
- Total charge: 0

=====

No. 3
DFT (ωB97M-V with the def2-TZVPD basis set) results for a 3-piece molecular cluster, C3H11NO2 overall in a non-equilibrium geometry.

The geometry in XYZ format:
```
17
C3H11NO2 | the OMol25 dataset | ωB97M-V with the def2-TZVPD basis set
C 1.49204 0.63631 -0.05753
C 0.49587 0.29419 1.10145
N -0.40187 -0.80145 0.79328
C -1.38165 -0.44509 -0.21170
H 0.89441 1.11736 -0.83818
H 2.37848 1.17122 0.25233
H 1.01035 0.02462 2.03442
H -0.06026 1.20380 1.36486
H -1.02637 -0.22033 -1.23696
H -1.96724 0.28761 0.37169
H -1.98040 -1.36303 -0.34251
H 0.90515 -3.02047 -0.88824
H 0.06179 -1.72951 0.45749
O 0.63922 -2.08396 -0.81942
H 1.79926 -0.31497 -0.49814
H -1.73750 2.89075 -1.00884
O -1.12129 2.35294 -0.47400
```

- 2S+1: 2
- HOMO level (spin up / spin down): -16.04 / -15.91 eV
- <S²>: 0.75
- Total charge: +1

=====

No. 4
DFT (ωB97M-V with the def2-TZVPD basis set) results for a 2-piece molecular cluster, C3H11NO2S overall in a non-equilibrium geometry.

The geometry in XYZ format:
```
18
C3H11NO2S | the OMol25 dataset | ωB97M-V with the def2-TZVPD basis set
N -0.43916 -0.48160 0.24729
C 1.04229 -0.28921 0.07988
C 1.24687 0.64027 -1.17677
O 0.66346 0.05202 -2.31426
C 1.87471 0.22561 1.32391
S 1.35728 -0.68091 2.79286
H -0.79937 0.36033 0.69519
H -0.63999 -1.23071 0.90013
H 1.46066 -1.22195 -0.33287
H 0.75797 1.62736 -1.06226
H 2.35274 0.73124 -1.33502
H -0.13866 -0.43053 -2.06486
H 2.91699 0.21172 1.03088
H 1.55596 1.27051 1.28367
H 1.76175 -1.91360 2.43440
O -5.06582 0.08569 -0.54139
H -4.64288 0.95070 -0.47496
H -5.26480 0.09305 -1.48583
```

- Structure (SMILES): N[C@@H](CO)CS.O
- HOMO level: -9.37 eV
- Total charge: 0

=====

No. 5
DFT (ωB97M-V with the def2-TZVPD basis set) results for a 2-piece molecular cluster, C3H11NO2S overall in a non-equilibrium geometry.

The geometry in XYZ format:
```
18
C3H11NO2S | the OMol25 dataset | ωB97M-V with the def2-TZVPD basis set
N -0.25874 1.54556 -0.17512
C 0.00141 0.16052 -0.86958
C 1.17718 -0.66050 -0.35485
O 2.31301 -0.01968 0.34437
C -1.24837 -0.66005 -0.73793
S -2.47595 0.07012 -1.79421
H -0.55681 2.27426 -0.96124
H -0.86500 1.64311 0.65838
H 0.07309 0.31426 -1.93268
H 0.80745 -1.44549 0.30948
H 1.80282 -1.09773 -1.16921
H 1.99916 0.94721 0.53024
H -1.07353 -1.71420 -1.15792
H -1.62829 -0.76011 0.24929
H -3.45140 0.20887 -0.82854
O 1.25249 -0.00766 2.86749
H 0.76163 0.18562 2.00285
H 1.36984 -0.98412 3.01916
```

- Structure (SMILES): N[C@@H](CO)CS.O
- HOMO level: -9.36 eV
- Total charge: 0

=====

No. 6
DFT (ωB97M-V with the def2-TZVPD basis set) results for a 3-piece molecular cluster, C3H11NO3 overall in a non-equilibrium geometry.

The geometry in XYZ format:
```
18
C3H11NO3 | the OMol25 dataset | ωB97M-V with the def2-TZVPD basis set
O 1.67268 -0.18374 1.60546
C 0.89980 0.72782 1.14656
C -0.64001 0.56557 1.03427
C -1.24498 1.38674 -0.11700
N -1.25129 -0.75842 1.06736
H 1.19400 1.73853 0.83551
H -0.82784 1.03961 2.01702
H -2.22581 0.92526 -0.30154
H -0.54824 1.49786 -0.92888
H -1.54400 2.42430 0.10974
H -0.85866 -1.36940 1.77253
H -1.12182 -1.29103 0.21024
H 0.29788 -0.11904 -2.51265
H -1.22279 -0.65658 -2.59108
O -0.62296 0.03426 -2.76245
H 1.99589 -1.82491 -1.19574
H 1.19832 -1.14586 -0.07206
O 1.14636 -1.40643 -1.02518
```

- 2S+1: 2
- HOMO level (spin up / spin down): 0.21 / -3.45 eV
- <S²>: 0.75
- Total charge: -1